1.
Molecular formula: CH5NO2S
Method: DFT, ωB97M-V with the def2-TZVPD basis set

Calculated values
Strongest force on any atom = 9.81 eV Å⁻¹
Frontier orbital gap = 10.547 eV
SMILES string = CS(N)(=O)=O
Net charge = 0
Multiplicity = 1
Lowest unoccupied orbital energy = 0.37 eV

CARTESIAN COORDINATES (ANGSTROEM)
C: 1.0240 -0.1093 -0.4258
S: -0.6714 0.3245 -0.9499
N: -1.4215 0.2044 0.4963
O: -0.5175 1.8696 -1.4861
O: -1.1671 -0.5776 -1.8694
H: 0.8577 -1.0185 0.1254
H: 1.7021 -0.2016 -1.3623
H: 1.3347 0.6238 0.3708
H: -2.1906 0.8413 0.5928
H: -0.6769 0.4582 1.0783

Atomic forces in eV per Å
-0.22 0.64 -0.26
3.82 8.90 -1.55
-0.47 -0.65 -0.75
-1.02 -6.11 2.65
-1.62 -2.77 -2.27
0.41 -0.89 -0.20
-1.29 0.27 1.87
0.03 -0.34 -1.36
-0.42 0.35 -0.06
0.76 0.59 1.91

***

2.
Molecular formula: CH5NO2S
Method: DFT, ωB97M-V with the def2-TZVPD basis set

Calculated values
Strongest force on any atom = 2.83 eV Å⁻¹
Frontier orbital gap = 10.885 eV
Net charge = 0
Multiplicity = 1
Lowest unoccupied orbital energy = 0.77 eV

CARTESIAN COORDINATES (ANGSTROEM)
C: -0.2156 -0.0075 -1.5405
N: -0.2189 0.7165 1.5825
O: 0.7719 -1.6124 0.1611
O: 1.0383 -0.3545 -2.0789
S: 1.0169 -0.2966 -0.3909
H: -0.6812 0.9982 -1.6368
H: -0.9721 -0.8259 -1.7496
H: 0.6405 0.5886 2.1137
H: -0.9271 1.0654 2.2435
H: -0.4528 -0.2719 1.2959

Atomic forces in eV per Å
-2.68 0.03 -0.90
-0.61 -1.16 0.45
0.46 -0.81 0.76
0.79 0.47 -0.15
0.39 -0.28 -1.31
0.89 -0.45 -0.34
0.83 0.91 0.82
-0.14 0.21 0.13
0.37 -0.34 -0.49
-0.30 1.42 1.02

***

3.
Molecular formula: CH5NO2S2
Method: DFT, ωB97M-V with the def2-TZVPD basis set

Calculated values
Strongest force on any atom = 3.07 eV Å⁻¹
Frontier orbital gap (alpha / beta) = 7.140 / 6.180 eV
Net charge = 0
Multiplicity = 3
Lowest unoccupied orbital energy (alpha / beta) = 0.54 / -2.88 eV

CARTESIAN COORDINATES (ANGSTROEM)
C: -1.9373 0.9445 -0.1246
N: 3.2774 -0.5836 -0.3767
O: -1.8969 -1.6910 -0.2419
O: 0.4296 -0.6704 0.2568
S: 2.1342 -0.1234 0.5744
S: -1.3033 -0.6533 0.5776
H: -2.7862 1.3648 0.4345
H: -1.2785 1.8552 -0.2743
H: -2.3869 0.8189 -1.0543
H: 3.5987 -0.0672 -1.1297
H: 2.1494 -1.1946 1.3581

Atomic forces in eV per Å
0.85 2.06 0.78
2.11 -1.25 1.45
-0.25 -0.36 -0.67
-3.06 0.31 -0.07
-0.39 0.42 0.43
0.60 1.08 0.82
0.34 -0.65 0.69
0.00 -1.44 0.53
-0.42 -1.02 -1.95
0.15 1.12 -2.13
0.05 -0.27 0.11

***

4.
Molecular formula: CH5NO3S2
Method: DFT, ωB97M-V with the def2-TZVPD basis set

Calculated values
Strongest force on any atom = 3.64 eV Å⁻¹
Frontier orbital gap = 9.540 eV
Net charge = 0
Multiplicity = 1
Lowest unoccupied orbital energy = 0.02 eV

CARTESIAN COORDINATES (ANGSTROEM)
C: -1.1932 0.8130 -0.4511
N: -0.5143 -1.7943 -0.4704
O: 1.2469 -0.3009 0.5107
O: 0.6286 -0.3077 -2.0795
O: -1.0239 -1.5396 0.8437
S: 2.6044 0.7035 0.3858
S: 0.0955 -0.4375 -0.7785
H: -0.7274 1.4085 0.3892
H: -1.1112 1.5106 -1.2856
H: -2.1262 0.3197 -0.0827
H: -0.2868 -1.8380 1.5456
H: 2.4076 1.4627 1.4729

Atomic forces in eV per Å
2.11 0.92 1.91
0.21 -1.04 0.05
-0.08 0.70 -1.14
1.06 0.59 -0.61
1.34 -1.21 3.17
-0.29 -0.33 -0.39
-1.00 0.03 1.13
-0.86 -0.56 -0.54
-0.82 -0.47 -0.25
0.88 0.52 -0.88
-2.23 0.84 -2.52
-0.34 0.00 0.08

***

5.
Molecular formula: CH5NOP
Method: DFT, ωB97M-V with the def2-TZVPD basis set

Calculated values
Strongest force on any atom = 3.18 eV Å⁻¹
Frontier orbital gap = 9.000 eV
SMILES string = C[N+](=O)P
Net charge = +1
Multiplicity = 1
Lowest unoccupied orbital energy = -7.29 eV

CARTESIAN COORDINATES (ANGSTROEM)
C: -0.4944 0.7998 -0.7175
N: -0.4045 -0.3832 0.1190
O: -1.1229 -1.3148 -0.1157
P: 0.6808 -0.4623 1.4557
H: -1.3496 0.6239 -1.2892
H: 0.5021 0.6610 -1.2629
H: -0.5180 1.7363 -0.1540
H: 1.7738 0.1623 0.5381
H: 0.9328 -1.8231 1.4264

Atomic forces in eV per Å
2.52 -0.12 -0.05
-1.39 -1.55 -0.12
0.13 0.56 -0.02
2.41 2.07 0.12
-1.16 0.14 -1.28
-1.50 0.84 0.07
0.14 -0.27 0.07
-1.30 -1.19 1.63
0.16 -0.48 -0.41

***

6.
Molecular formula: CH5NOP
Method: DFT, ωB97M-V with the def2-TZVPD basis set

Calculated values
Strongest force on any atom = 5.73 eV Å⁻¹
Frontier orbital gap = 10.073 eV
SMILES string = [H]/P=[N+](\C)O
Net charge = +1
Multiplicity = 1
Lowest unoccupied orbital energy = -6.70 eV

CARTESIAN COORDINATES (ANGSTROEM)
H: 0.5921 -1.9981 1.1302
P: 0.2417 -2.0501 -0.1450
N: -0.1948 -0.5879 -0.3190
C: -0.0516 0.7305 0.3506
O: -0.7485 -0.4877 -1.8533
H: 0.1083 1.4808 -0.5398
H: 0.8657 0.7034 1.0187
H: -0.9535 1.0589 0.9484
H: -0.6413 0.3531 -2.2458

Atomic forces in eV per Å
0.65 0.64 2.49
-0.17 -3.32 -2.50
-1.50 4.19 -3.61
0.39 1.47 -0.72
0.30 -3.35 4.09
-0.14 -1.26 2.06
-1.15 0.00 -0.92
0.85 -0.74 -0.87
0.76 2.38 -0.03

***

7.
Molecular formula: CH5NOP2
Method: DFT, ωB97M-V with the def2-TZVPD basis set

Calculated values
Strongest force on any atom = 4.97 eV Å⁻¹
Frontier orbital gap = 8.867 eV
SMILES string = C/P=N/OP
Net charge = 0
Multiplicity = 1
Lowest unoccupied orbital energy = -0.29 eV

CARTESIAN COORDINATES (ANGSTROEM)
C: 1.8321 -1.4659 0.4733
P: 1.3863 0.2222 -0.2035
N: -0.1844 -0.0537 -0.0872
O: -0.9235 1.0561 -0.7275
P: -2.1683 1.7568 0.1925
H: 0.7699 -1.7442 0.4697
H: 2.3347 -2.0287 -0.3271
H: 2.3185 -1.3527 1.3483
H: -3.1336 0.8266 -0.2455
H: -2.2317 2.7836 -0.8928

Atomic forces in eV per Å
-2.49 0.86 -4.22
-0.01 -0.28 -0.03
-0.88 1.56 -0.61
1.07 -0.73 0.81
1.15 0.32 -1.24
0.54 -0.99 0.90
0.17 0.13 0.57
1.59 -0.17 2.93
-0.56 0.31 -0.20
-0.59 -1.01 1.07

***

8.
Molecular formula: CH5NOP2
Method: DFT, ωB97M-V with the def2-TZVPD basis set

Calculated values
Strongest force on any atom = 3.46 eV Å⁻¹
Frontier orbital gap = 9.133 eV
SMILES string = [H]/P=C/O[PH2]=N
Net charge = 0
Multiplicity = 1
Lowest unoccupied orbital energy = 0.29 eV

CARTESIAN COORDINATES (ANGSTROEM)
H: -1.8735 -2.3806 0.9798
P: -0.7006 -1.9286 0.4884
C: -0.9349 -0.2696 0.9806
O: -0.0658 0.7821 0.8438
P: 0.9635 0.7044 -0.4232
N: 0.1938 0.5304 -1.7377
H: -1.8198 0.1486 1.4229
H: 1.7318 1.8233 -0.1033
H: 1.8682 -0.3057 0.2327
H: 0.6373 0.8956 -2.6840

Atomic forces in eV per Å
-1.50 -0.21 0.67
1.42 2.54 -0.06
-0.01 -1.68 -0.36
0.06 -0.33 -0.76
1.13 -0.88 1.66
1.51 1.00 -2.95
-0.47 -0.40 0.37
-0.02 0.39 -0.25
-0.88 0.66 -1.21
-1.26 -1.09 2.89